{
  "formula": "C6H10",
  "method": "ωB97M-V/def2-TZVPD",
  "species": ["C", "H", "H", "H", "H", "C", "H", "H", "C", "C", "H", "C", "H", "C", "H", "H"],
  "xyz": [[0.1939, -1.2469, 0.0774], [-1.7608, 1.5681, 0.5088], [-1.4173, 1.7945, -0.1058], [0.5118, 1.5282, -1.9549], [-0.6955, -1.3005, 2.1172], [-0.0293, -0.6006, -1.2974], [-1.5316, -0.1793, 0.9758], [0.4911, -1.1567, -2.0860], [1.0256, 1.0057, 0.0709], [0.7877, -0.1694, 0.9611], [1.5139, -0.4024, 1.7347], [0.5494, 0.7918, -1.1549], [0.5464, -2.2720, 0.1151], [-0.6148, -0.7059, 1.2119], [1.5223, 1.9140, 0.4029], [-1.0929, -0.5685, -1.5768]],
  "mulliken_charge": [-0.05, 0.09, -0.08, 0.38, 0.26, -0.61, 0.11, 0.34, -0.58, 0.10, 0.41, -0.56, 0.36, -0.86, 0.41, 0.28],
  "energy_ha": -234.52080,
  "largest_force_ev_per_a": 0.44,
  "mol_weight_da": 82.15,
  "smiles": "C1=C[C@H]2C[C@H]2C1.[H][H]",
  "homo_ha": -0.3203,
  "orbital_gap_ev": 10.0,
  "de_lowest_ev": 2.223,
  "charge": 0
}